A molecular structure, C26H35N5O18S at a distorted geometry, computed with ωB97M-V/def2-TZVPD.

Geometry (Å):
N -5.832 -0.133 -3.382
C -4.457 -0.032 -2.802
N -4.008 1.372 -2.796
N -4.570 -0.506 -1.387
C -3.540 -1.003 -3.655
C -2.090 -1.159 -3.030
C -1.546 -2.562 -2.788
C -0.225 -2.783 -2.176
C 0.639 -1.614 -1.762
N 1.895 -1.543 -1.142
S 2.190 0.119 -1.022
N 0.843 0.877 -1.701
C 0.082 -0.229 -2.055
C -1.266 -0.014 -2.682
H -6.340 0.746 -3.230
H -6.295 -0.827 -2.782
H -4.783 2.016 -2.619
H -3.376 1.514 -1.995
H -4.731 -1.515 -1.343
H -3.756 -0.220 -0.830
H -4.007 -2.034 -3.554
H -3.516 -0.768 -4.754
H -2.147 -3.469 -3.078
H 0.153 -3.823 -1.998
H -1.577 1.050 -2.859
C 4.356 2.273 1.015
C 3.397 3.413 0.835
O 3.744 4.290 1.907
C 5.031 4.021 2.248
O 5.683 4.684 2.994
O 5.481 2.895 1.628
H 4.635 1.811 0.071
H 3.968 1.501 1.688
H 3.540 3.936 -0.109
H 2.356 3.097 0.910
C 0.666 -4.033 1.969
C 1.456 -5.244 1.574
O 0.450 -6.141 1.114
C -0.616 -5.390 0.731
O -1.561 -5.815 0.142
O -0.464 -4.090 1.105
H 1.219 -3.109 1.819
H 0.322 -4.077 3.003
H 2.152 -5.042 0.756
H 2.007 -5.672 2.410
C -7.935 2.378 0.833
C -6.541 2.790 0.453
O -6.426 2.317 -0.884
C -7.683 2.215 -1.388
O -7.929 2.006 -2.536
O -8.619 2.383 -0.417
H -8.400 3.072 1.533
H -7.975 1.370 1.253
H -6.408 3.875 0.457
H -5.782 2.338 1.091
C 7.329 2.878 -3.573
C 7.774 3.225 -2.181
O 6.554 3.584 -1.540
C 5.548 2.976 -2.218
O 4.415 2.934 -1.843
O 5.994 2.421 -3.374
H 7.942 2.100 -4.026
H 7.310 3.746 -4.236
H 8.212 2.373 -1.655
H 8.482 4.053 -2.162
C -1.792 -0.141 3.262
C -2.214 -1.164 2.246
O -2.917 -0.383 1.282
C -2.461 0.893 1.389
O -2.720 1.764 0.616
O -1.672 1.047 2.485
H -0.845 -0.391 3.739
H -2.548 0.018 4.036
H -1.363 -1.647 1.758
H -2.860 -1.932 2.670
C 4.773 -1.659 4.153
C 4.048 -1.425 2.856
O 3.210 -2.564 2.753
C 3.019 -3.042 4.013
O 2.227 -3.889 4.287
O 3.838 -2.431 4.903
H 5.015 -0.731 4.671
H 5.688 -2.241 4.022
H 3.423 -0.528 2.878
H 4.726 -1.361 2.005

Values from the calculation:
* total charge: 0
* Kohn-Sham gap: 7.683 eV

Charges computed using Löwdin, reported in e:
1 N 0.0761
2 C -0.6240
3 N 0.0902
4 N 0.0766
5 C -0.0919
6 C -0.1600
7 C -0.0004
8 C -0.0095
9 C -0.3116
10 N -0.2475
11 S 0.9194
12 N -0.2070
13 C -0.3368
14 C 0.0234
15 H 0.0338
16 H 0.0726
17 H 0.0620
18 H 0.0522
19 H 0.0757
20 H 0.0382
21 H 0.1089
22 H 0.1233
23 H 0.1113
24 H 0.1021
25 H 0.1096
26 C -0.1611
27 C -0.1241
28 O 0.0694
29 C -0.5550
30 O 0.1565
31 O 0.0580
32 H 0.0919
33 H 0.1086
34 H 0.1173
35 H 0.1349
36 C -0.1547
37 C -0.1224
38 O 0.0692
39 C -0.5625
40 O 0.1528
41 O 0.0348
42 H 0.1124
43 H 0.1249
44 H 0.1386
45 H 0.1301
46 C -0.1249
47 C -0.1198
48 O 0.0392
49 C -0.5470
50 O 0.1497
51 O 0.0692
52 H 0.1340
53 H 0.1352
54 H 0.1373
55 H 0.1307
56 C -0.1235
57 C -0.1208
58 O 0.0708
59 C -0.5350
60 O 0.1239
61 O 0.0751
62 H 0.1361
63 H 0.1366
64 H 0.1369
65 H 0.1373
66 C -0.1216
67 C -0.1120
68 O 0.0434
69 C -0.5521
70 O 0.1528
71 O 0.0681
72 H 0.1328
73 H 0.1350
74 H 0.1248
75 H 0.1420
76 C -0.1132
77 C -0.1265
78 O 0.0375
79 C -0.5374
80 O 0.1569
81 O 0.0792
82 H 0.1393
83 H 0.1380
84 H 0.1262
85 H 0.1398